# 1
Here is a molecular structure, C10H16Cl3F5O2PbTe in a non-equilibrium geometry from the Open Molecules 2025 dataset. Energies are from the ωB97M-V functional and the def2-TZVPD basis.

Values from the calculation:
Charge   -2
2S+1   1
Gap between HOMO and LUMO (alpha / beta)   4.17 / 4.19 eV
Calculated total energy   -2881.963701 Ha

Last column: Löwdin charge in e.
Positions of all 38 atoms, in Å:
C (-0.666, 0.964, -2.314)  -0.20
C (-0.847, -0.417, -2.594)  -0.20
C (0.432, -1.039, -2.608)  -0.22
C (-2.124, -1.114, -2.821)  -0.05
C (1.415, -0.035, -2.374)  -0.25
C (0.749, 1.212, -2.187)  -0.18
C (1.372, 2.463, -1.869)  0.01
C (-1.747, 1.953, -2.167)  -0.08
C (0.679, -2.485, -2.766)  -0.04
C (2.872, -0.278, -2.243)  -0.07
Pb (-1.386, -1.692, 1.375)  0.21
Cl (-1.907, -3.591, 0.102)  -0.24
Cl (-2.919, 0.077, 0.640)  -0.19
Cl (0.804, -1.055, 0.743)  -0.02
H (-2.956, -0.411, -2.744)  0.07
H (-2.270, -1.961, -2.133)  0.04
H (-2.112, -1.530, -3.830)  0.08
H (0.036, -3.089, -2.116)  0.05
H (1.731, -2.723, -2.573)  0.07
H (0.441, -2.760, -3.801)  0.08
H (3.102, -0.989, -1.436)  0.07
H (3.396, 0.671, -2.098)  0.06
H (3.214, -0.726, -3.180)  0.07
H (2.445, 2.372, -1.760)  0.06
H (0.924, 2.770, -0.603)  -0.05
H (1.144, 3.200, -2.623)  0.09
H (-2.573, 1.556, -1.559)  0.01
H (-2.136, 2.201, -3.162)  0.07
H (-1.360, 2.881, -1.712)  0.08
O (0.921, 2.681, 0.453)  -0.13
H (0.874, 1.874, 0.960)  -0.01
F (-0.850, 1.019, 5.338)  -0.44
Te (0.168, -0.458, 4.706)  1.78
F (1.439, -1.780, 4.244)  -0.43
F (1.037, 0.737, 3.528)  -0.43
F (1.482, 0.120, 5.972)  -0.42
F (-0.446, -1.531, 6.160)  -0.44
O (-1.102, -1.059, 3.486)  -0.83

# 2
Here is a single C6H8N2O2 molecule in a non-equilibrium geometry from the Open Molecules 2025 dataset. Energies are from the ωB97M-V functional and the def2-TZVPD basis.

Values from the calculation:
2S+1   1
Gap between HOMO and LUMO   8.65 eV
Energy above the lowest of the compared OMol25 structures with the same formula, charge and spin   156.1 kcal per mole
Calculated total energy   -493.198080 Ha
Structure (SMILES)   [O-][N+]1=C2C=CCC[C@@H]2NO1

Last column: Löwdin charge in e.
Positions of all 18 atoms, in Å:
C (-0.374, 1.017, -1.694)  -0.04
C (-1.115, -0.002, -1.235)  -0.10
C (0.870, 1.299, -0.991)  -0.08
C (-0.759, -0.864, -0.061)  -0.19
C (0.161, -0.145, 0.979)  -0.15
C (1.440, 0.281, 0.231)  -0.21
N (2.432, 1.153, 0.861)  0.02
N (1.837, 2.199, -1.122)  -0.24
O (1.997, 3.191, -1.788)  0.04
O (2.944, 1.912, -0.208)  -0.03
H (-0.506, 1.553, -2.710)  0.15
H (-1.969, -0.500, -1.687)  0.11
H (-1.606, -1.258, 0.392)  0.08
H (-0.125, -1.677, -0.547)  0.14
H (-0.413, 0.712, 1.403)  0.13
H (0.459, -1.003, 1.607)  0.12
H (1.705, -0.695, -0.095)  0.12
H (1.981, 1.817, 1.496)  0.13

# 3
Here is a molecular structure, C18H49BF4O7V in a non-equilibrium geometry from the Open Molecules 2025 dataset. Energies are from the ωB97M-V functional and the def2-TZVPD basis.

Values from the calculation:
2S+1   4
Gap between HOMO and LUMO (alpha / beta)   7.79 / 8.18 eV
Energy above the lowest of the compared OMol25 structures with the same formula, charge and spin   0.0 kcal per mole
Expectation value of S²   3.757
Calculated total energy   -2610.402173 Ha

Last column: Löwdin charge in e.
Positions of all 80 atoms, in Å:
V (-22.902, -18.424, -0.169)  1.11
O (-21.418, -17.154, 0.303)  -0.39
H (-21.572, -16.624, -0.493)  -0.05
B (-21.113, -20.163, -1.315)  -1.25
F (-19.840, -20.618, -1.577)  0.18
F (-22.086, -21.070, -1.789)  0.12
F (-21.372, -20.024, 0.083)  0.08
F (-21.384, -18.870, -1.833)  0.09
C (-18.884, -20.457, 2.346)  -0.05
C (-19.713, -19.502, 3.210)  -0.48
C (-19.675, -19.856, 4.687)  -0.06
O (-19.132, -18.209, 2.997)  -0.06
H (-19.284, -21.476, 2.328)  0.08
H (-17.846, -20.445, 2.678)  0.08
H (-18.942, -20.107, 1.318)  0.05
H (-20.698, -19.422, 2.749)  0.13
H (-20.344, -19.191, 5.228)  0.08
H (-18.641, -19.808, 5.032)  0.08
H (-19.957, -20.906, 4.802)  0.08
H (-18.383, -18.098, 3.590)  0.08
C (-18.799, -20.075, -6.072)  -0.06
C (-19.832, -20.567, -5.098)  -0.50
C (-20.935, -21.370, -5.772)  -0.06
O (-19.183, -21.425, -4.147)  -0.05
H (-19.202, -19.420, -6.845)  0.08
H (-18.297, -20.923, -6.546)  0.09
H (-18.010, -19.522, -5.556)  0.07
H (-20.311, -19.734, -4.565)  0.13
H (-21.616, -21.804, -5.035)  0.07
H (-20.493, -22.232, -6.278)  0.08
H (-21.528, -20.762, -6.459)  0.07
H (-19.495, -21.150, -3.277)  0.04
C (-23.972, -24.203, -0.972)  -0.06
C (-22.572, -24.249, -0.339)  -0.47
C (-21.472, -24.416, -1.375)  -0.04
O (-22.322, -23.114, 0.503)  -0.05
H (-24.165, -25.133, -1.503)  0.08
H (-23.989, -23.374, -1.688)  0.08
H (-24.704, -24.072, -0.176)  0.07
H (-22.619, -25.100, 0.349)  0.13
H (-20.564, -24.811, -0.901)  0.08
H (-21.131, -23.445, -1.736)  0.07
H (-21.735, -25.151, -2.133)  0.08
H (-22.337, -22.359, -0.101)  0.04
C (-16.374, -18.806, -0.666)  -0.06
C (-17.324, -17.702, -1.129)  -0.44
C (-17.715, -17.956, -2.588)  -0.06
O (-18.533, -17.798, -0.336)  -0.06
H (-16.574, -19.729, -1.211)  0.08
H (-16.413, -18.935, 0.414)  0.07
H (-15.328, -18.544, -0.876)  0.08
H (-16.919, -16.700, -1.032)  0.13
H (-18.476, -18.733, -2.677)  0.06
H (-16.841, -18.263, -3.170)  0.08
H (-18.143, -17.058, -3.040)  0.08
H (-18.832, -18.706, -0.456)  0.04
C (-24.371, -20.573, 1.647)  -0.03
C (-25.045, -20.792, 0.287)  -0.44
C (-26.529, -20.574, 0.321)  -0.04
O (-24.363, -19.944, -0.667)  -0.16
H (-23.287, -20.581, 1.546)  0.07
H (-24.641, -21.414, 2.286)  0.10
H (-24.782, -19.684, 2.138)  0.09
H (-24.773, -21.819, 0.033)  0.11
H (-26.973, -21.192, 1.105)  0.09
H (-27.039, -20.786, -0.618)  0.08
H (-26.766, -19.548, 0.628)  0.09
H (-24.838, -19.983, -1.520)  0.07
C (-26.128, -20.299, -5.234)  -0.04
C (-25.011, -19.965, -4.281)  -0.44
C (-23.895, -19.079, -4.830)  -0.03
O (-25.519, -19.307, -3.087)  -0.08
H (-26.916, -19.536, -5.246)  0.08
H (-26.622, -21.231, -4.953)  0.08
H (-25.821, -20.389, -6.276)  0.09
H (-24.517, -20.866, -3.911)  0.14
H (-23.131, -18.989, -4.056)  0.07
H (-24.266, -18.079, -5.056)  0.09
H (-23.436, -19.545, -5.701)  0.07
H (-26.339, -18.845, -3.276)  0.10